{
  "formula": "C9H16F6IrNO7PS4",
  "method": "the ωB97M-V functional and the def2-TZVPD basis",
  "elements": ["Ir", "C", "C", "O", "P", "S", "S", "O", "C", "C", "H", "H", "H", "H", "H", "H", "H", "H", "H", "H", "C", "O", "C", "C", "H", "H", "H", "H", "H", "H", "F", "C", "F", "F", "S", "O", "O", "N", "S", "O", "O", "C", "F", "F", "F"],
  "coordinates": [[0.4451, 2.0037, -0.9761], [-4.8816, -1.6733, -2.3214], [-3.9154, -0.8913, -1.4571], [-2.6368, -0.9414, -2.0663], [-1.2828, -0.3928, -1.2529], [0.3924, 2.2042, -3.1964], [-1.8652, 1.3187, -0.2779], [-1.2829, -1.4586, 0.0339], [-0.6064, -2.6915, -0.1792], [-1.5674, -3.7877, -0.6205], [-5.9064, -1.5518, -1.9560], [-4.6339, -2.7374, -2.3184], [-4.8321, -1.3137, -3.3509], [-3.8685, -1.3155, -0.4501], [-4.2372, 0.1472, -1.3579], [-0.1266, -2.9613, 0.7623], [0.1857, -2.5627, -0.9281], [-2.4128, -3.8405, 0.0709], [-1.0611, -4.7592, -0.6295], [-1.9540, -3.5789, -1.6199], [0.3955, 5.4795, -1.6262], [1.2762, 5.0485, -0.6065], [1.0530, 3.8011, -0.0466], [1.6924, 3.7294, 1.3041], [0.9413, 6.1749, -2.2685], [-0.4648, 6.0046, -1.1896], [0.0300, 4.6551, -2.2254], [1.7414, 4.7271, 1.7614], [2.7156, 3.3211, 1.2828], [1.1240, 3.0675, 1.9674], [3.5574, -1.3450, -1.6966], [3.6042, -1.7698, -0.4393], [2.8481, -2.8599, -0.3363], [4.8655, -2.0973, -0.1450], [3.0405, -0.4056, 0.6534], [1.8440, 0.0836, 0.0025], [4.1681, 0.4748, 0.7528], [2.7456, -1.3103, 1.9222], [2.4017, -0.7415, 3.3566], [2.5632, 0.6774, 3.5105], [2.9167, -1.6277, 4.3629], [0.5889, -1.0181, 3.4223], [0.2897, -2.2729, 3.0696], [0.1564, -0.8304, 4.6795], [-0.0467, -0.1825, 2.6235]],
  "atomic_forces_ev_per_a": [[-0.328, 0.475, -1.205], [-0.073, -0.026, -0.019], [0.022, -0.053, 0.000], [-0.055, 0.040, 0.032], [0.006, -0.190, 0.063], [0.066, -0.032, 0.771], [0.254, 0.056, -0.025], [-0.024, -0.121, -0.043], [0.007, 0.008, -0.073], [0.006, 0.036, 0.016], [0.039, -0.031, -0.017], [0.005, 0.027, -0.019], [-0.026, -0.001, 0.014], [0.014, -0.014, 0.053], [0.016, 0.080, -0.017], [-0.004, 0.030, 0.004], [-0.037, 0.017, 0.044], [0.038, -0.024, -0.013], [-0.028, 0.060, -0.013], [-0.010, -0.004, 0.032], [0.134, 0.060, 0.279], [0.194, 0.230, -0.432], [-0.452, -0.260, 0.327], [0.030, -0.026, 0.046], [0.036, 0.015, 0.035], [-0.017, -0.020, 0.054], [-0.017, -0.226, -0.111], [-0.012, -0.007, 0.032], [-0.001, 0.046, -0.006], [0.037, -0.001, -0.039], [0.133, -0.009, -0.310], [-0.085, 0.178, 0.174], [-0.036, -0.174, -0.066], [0.153, -0.212, -0.059], [-0.540, 0.063, 0.368], [0.345, -0.213, 0.279], [-0.066, -0.038, 0.020], [0.239, 0.411, 0.062], [0.280, -0.038, -0.432], [0.009, -0.146, 0.062], [-0.014, 0.006, 0.044], [0.064, 0.088, -0.070], [-0.094, -0.114, 0.087], [-0.118, 0.018, 0.116], [-0.092, 0.037, -0.045]],
  "lowdin_charge": [0.572, -0.098, -0.383, -0.427, 0.433, -0.224, 0.096, -0.439, -0.348, -0.091, 0.064, 0.063, 0.070, 0.103, 0.076, 0.097, 0.090, 0.071, 0.065, 0.060, -0.162, -0.243, -0.489, -0.175, 0.071, 0.072, -0.022, 0.055, 0.057, 0.051, 0.137, -0.697, 0.125, 0.120, 0.588, -0.407, -0.279, -0.299, 0.566, -0.289, -0.306, -0.691, 0.116, 0.113, 0.141],
  "charge": -2,
  "gap_ev": [4.316, 6.797],
  "s_squared": 8.775,
  "de_lowest_kcal_mol": 19.7,
  "multiplicity": 6,
  "e_homo_ev": [0.43, -2.07]
}


{
  "formula": "C9H16IIrNO",
  "method": "the ωB97M-V functional and the def2-TZVPD basis",
  "elements": ["C", "C", "H", "H", "H", "H", "H", "H", "Ir", "C", "H", "H", "H", "I", "O", "C", "C", "C", "C", "C", "C", "N", "H", "H", "H", "H", "H", "H", "H"],
  "coordinates": [[-0.8459, 1.4500, -4.3895], [-1.4106, 2.6584, -3.8333], [-0.1593, 1.5794, -5.2435], [-1.5832, 0.6086, -4.4844], [-0.2639, 1.0100, -3.6000], [-1.3160, 2.4625, -2.7471], [-1.0128, 3.6532, -4.0147], [-2.4751, 2.6630, -3.8970], [-0.1973, 0.6403, 0.5047], [-1.9529, 0.0589, -0.1798], [-2.6701, 0.8315, 0.1363], [-2.1785, -0.9198, 0.2710], [-1.8627, 0.0175, -1.2783], [1.7515, 1.6682, -0.6616], [-0.1060, 1.2858, 2.4517], [0.2008, 0.1837, 3.3735], [0.8489, -0.9318, 2.6264], [1.6400, -1.9968, 3.0874], [2.2496, -2.9337, 2.2620], [2.0695, -2.7870, 0.8939], [1.2790, -1.7467, 0.4304], [0.6480, -0.8815, 1.2925], [-0.9568, 1.7520, 2.6240], [0.8033, 0.6235, 4.1626], [-0.7318, -0.1024, 3.8521], [1.7436, -2.0520, 4.1453], [2.8235, -3.7798, 2.6584], [2.5206, -3.4912, 0.1867], [1.1447, -1.5236, -0.6296]],
  "atomic_forces_ev_per_a": [[1.209, -2.746, -1.160], [-1.278, 1.244, 2.744], [-0.731, -0.344, 0.072], [0.376, 1.028, -0.831], [1.148, -0.362, 0.239], [-0.019, 0.863, 0.165], [0.207, -0.244, -0.434], [-0.860, 0.520, -0.678], [-1.981, 2.987, -2.135], [-1.738, -0.195, -1.001], [-0.104, -0.253, -0.202], [-0.047, 0.188, -0.193], [-0.273, -0.093, 0.256], [1.440, 0.990, -1.203], [-0.475, 0.611, 1.270], [-0.543, 0.633, 1.248], [0.842, -1.599, -1.252], [-0.656, 1.049, 0.868], [-0.492, 0.111, -0.049], [-0.189, -0.079, -0.861], [0.236, -0.308, 0.805], [3.054, -3.482, 0.572], [0.716, -0.340, 0.614], [0.405, -0.205, -0.026], [-0.165, -0.345, -0.059], [0.323, -0.213, 0.709], [-0.201, 0.538, -0.017], [-0.155, 0.399, 0.236], [-0.050, -0.351, 0.301]],
  "lowdin_charge": [-0.193, -0.185, 0.091, 0.099, 0.010, 0.039, 0.086, 0.066, 1.089, -0.271, 0.039, 0.043, 0.028, 0.770, -0.227, -0.066, -0.196, 0.051, 0.035, 0.008, -0.102, -0.218, 0.156, 0.156, 0.156, 0.132, 0.153, 0.145, 0.106],
  "charge": 2,
  "gap_ev": [8.351, 4.125],
  "s_squared": 8.762,
  "de_lowest_kcal_mol": 0.0,
  "multiplicity": 6,
  "e_homo_ev": [-15.87, -15.98]
}


{
  "formula": "C9H16IrOP",
  "method": "the ωB97M-V functional and the def2-TZVPD basis",
  "elements": ["C", "C", "C", "C", "C", "Ir", "P", "H", "H", "H", "H", "H", "H", "H", "H", "C", "C", "C", "O", "C", "H", "H", "H", "H", "H", "H", "H", "H"],
  "coordinates": [[-0.9424, 1.5477, 0.3304], [0.3287, 2.1383, -0.0343], [0.4657, 2.0947, -1.5016], [-0.6943, 1.3721, -1.9876], [-1.7165, 1.2916, -0.8427], [0.3969, 0.3648, -0.7632], [-3.0896, 2.5501, -0.9174], [-1.2944, 1.4561, 1.3541], [1.0234, 2.6687, 0.6111], [1.2468, 2.5618, -2.0890], [-2.3900, 0.4118, -0.8775], [-0.9543, 1.2401, -3.0389], [-3.8969, 2.5429, -2.0774], [-2.4709, 3.8078, -0.8218], [-3.9363, 2.3445, 0.2016], [2.0280, -2.1980, 1.8389], [0.9249, -3.1116, 1.3019], [0.2151, -2.2620, 0.2315], [1.2007, -1.2789, -0.3647], [2.4001, -1.3034, 0.6409], [1.6175, -1.5462, 2.6187], [2.8945, -2.7406, 2.2247], [0.1984, -3.4113, 2.0583], [1.3481, -3.9902, 0.8058], [-0.1638, -2.8673, -0.6116], [-0.6235, -1.6817, 0.6804], [2.6311, -0.2636, 0.9448], [3.2527, -1.7383, 0.0845]],
  "atomic_forces_ev_per_a": [[0.915, 0.976, 2.700], [-0.073, 4.642, 0.065], [-1.040, 4.913, -0.291], [-2.007, 2.497, -2.000], [-2.232, 0.016, -1.945], [2.519, -6.929, -0.736], [-1.596, 1.394, -0.814], [-0.037, -0.019, -0.275], [-0.265, -0.156, 0.025], [-0.101, -0.152, 0.061], [0.438, -0.135, 0.180], [-0.023, -0.060, 0.460], [0.180, -0.136, 0.229], [0.908, 0.331, -0.267], [-0.042, -0.862, 0.268], [-0.627, 0.786, -0.444], [0.099, 0.292, -0.990], [-0.477, -0.290, -0.011], [2.879, -6.498, 4.581], [0.446, -0.336, -0.481], [0.138, -0.250, 0.032], [-0.129, 0.145, -0.076], [0.175, -0.095, -0.040], [-0.017, -0.012, 0.282], [0.197, 0.464, 0.371], [0.693, -0.285, -0.425], [-0.354, -0.587, -0.486], [-0.564, 0.345, 0.025]],
  "lowdin_charge": [-0.366, -0.373, -0.393, -0.394, -0.686, 1.396, 0.789, 0.094, 0.092, 0.093, 0.051, 0.090, -0.075, -0.052, -0.102, -0.164, -0.162, -0.173, -0.477, -0.115, 0.116, 0.117, 0.118, 0.115, 0.125, 0.106, 0.105, 0.124],
  "gap_ev": [3.355, 7.236],
  "s_squared": 6.012,
  "multiplicity": 5,
  "e_homo_ev": [-2.95, -7.97]
}


{
  "formula": "C9H16N",
  "method": "the ωB97M-V functional and the def2-TZVPD basis",
  "elements": ["C", "C", "C", "C", "C", "C", "C", "N", "C", "C", "H", "H", "H", "H", "H", "H", "H", "H", "H", "H", "H", "H", "H", "H", "H", "H"],
  "coordinates": [[-1.1373, 2.2253, -1.4098], [0.1624, 1.7292, -1.6821], [0.7253, 0.7096, -0.6144], [1.5080, -0.4947, -0.4780], [1.5543, -1.5162, -1.5593], [1.3262, -0.6380, 1.0599], [1.8233, 0.2835, 2.0984], [0.1715, -0.3607, 0.1888], [-1.1607, -1.0275, -0.0430], [-2.0377, -0.5508, 1.1401], [-1.2070, 3.0983, -0.7703], [-1.8201, 1.5590, -1.0246], [-1.5318, 2.7914, -2.3930], [0.9497, 1.9796, -2.2900], [2.6474, -1.5666, -2.0468], [0.9316, -1.2866, -2.4467], [1.4040, -2.5745, -1.3835], [1.1139, -1.6622, 1.3499], [1.7519, 1.3713, 1.6777], [2.8758, 0.1963, 2.2978], [1.2084, 0.2027, 2.9096], [-1.7737, -0.5570, -0.9013], [-1.0795, -2.1256, -0.0649], [-2.5332, 0.3786, 1.1099], [-2.7450, -1.4401, 1.3564], [-1.4981, -0.6270, 2.1043]],
  "atomic_forces_ev_per_a": [[-1.343, 4.545, -3.583], [2.932, -6.847, 7.624], [-2.254, 4.559, -5.209], [-0.602, -1.294, 0.334], [3.536, -0.577, -2.799], [-0.313, -1.746, -1.722], [0.669, 3.254, -3.278], [-1.756, 2.002, -0.630], [-1.449, 1.937, 0.689], [0.090, -4.389, 2.004], [0.607, 0.218, 0.560], [-1.519, -1.667, 0.475], [0.430, -1.753, 1.843], [1.234, 1.205, -1.677], [-2.160, 0.424, 1.154], [0.068, 0.412, 0.799], [-0.282, -0.042, 1.063], [0.856, -0.318, 0.216], [-0.108, -1.770, 0.782], [0.317, -0.637, 0.283], [-1.222, -0.115, 2.484], [2.035, -1.162, 0.534], [0.197, 0.598, -0.211], [-0.501, 0.960, -0.538], [0.336, 1.757, -0.710], [0.201, 0.448, -0.489]],
  "lowdin_charge": [-0.119, 0.026, -0.009, -0.185, -0.015, -0.139, 0.000, -0.060, -0.111, -0.069, 0.096, 0.027, 0.156, 0.075, 0.145, 0.101, 0.082, 0.165, 0.137, 0.098, 0.056, 0.152, 0.135, 0.058, 0.119, 0.080],
  "smiles": "C/C=C1/[C@@]2(C)[C@@H](C)[N@@+]12CC",
  "charge": 1,
  "gap_ev": 9.078,
  "de_lowest_kcal_mol": 145.8,
  "e_homo_ev": -12.67
}